[1]
The following is a DFT calculation (ωB97M-V/def2-TZVPD) of a structure of composition C44H48GeN7O3PS3Y in a non-equilibrium geometry.

Properties
* F_max: 1.32 eV Å⁻¹
* energy above the lowest of the compared OMol25 structures with the same formula, charge and spin: 0.3596 eV
* total charge: -1
* Kohn-Sham gap (spin up / spin down): 4.840 / 3.339 eV

Structure (XYZ):
```
108
Properties=species:S:1:pos:R:3:mulliken_charge:R:1
Y -0.224 0.346 -0.629 0.3211
O -0.947 0.965 1.266 -0.1477
N -0.621 2.175 1.735 -1.0021
N 0.595 2.560 1.198 1.6776
O 1.241 1.758 0.274 -0.8944
C 1.128 3.761 1.571 0.3299
C 2.391 4.163 1.110 -0.3979
C 2.914 5.387 1.496 -0.6530
C 2.217 6.238 2.345 -0.6510
C 0.972 5.828 2.812 -0.5237
C 0.420 4.613 2.446 -0.6002
H 2.956 3.507 0.465 0.2557
H 3.890 5.677 1.125 0.3572
H 2.632 7.194 2.636 0.3716
H 0.412 6.471 3.482 0.3581
H -0.544 4.301 2.815 0.3960
S 1.085 -0.026 -3.873 -0.3417
C 1.743 -1.093 -2.679 0.1887
N 1.745 -0.882 -1.395 0.6369
C 2.534 -1.839 -0.734 -1.1026
C 2.854 -1.799 0.615 -0.4883
C 3.698 -2.770 1.116 -0.7394
C 4.217 -3.773 0.288 -0.6382
C 3.925 -3.801 -1.060 -0.6002
C 3.086 -2.809 -1.565 1.2313
S 2.587 -2.510 -3.201 -0.3916
H 2.458 -1.004 1.237 0.6919
H 3.961 -2.759 2.166 0.4726
H 4.858 -4.536 0.711 0.4159
H 4.345 -4.561 -1.706 0.4216
N -3.543 -0.631 -0.705 -0.0347
C -3.583 0.741 -0.587 0.2447
C -4.769 1.389 -0.228 -1.0772
C -4.771 2.761 -0.148 -0.5909
C -3.608 3.473 -0.418 -0.9943
C -2.478 2.760 -0.755 -0.4362
N -2.464 1.422 -0.860 1.5629
H -4.247 -1.135 -0.188 0.4496
H -2.640 -1.072 -0.587 -0.4858
H -5.652 0.804 -0.006 0.4974
H -5.679 3.280 0.135 0.3964
H -3.563 4.550 -0.349 0.4972
H -1.545 3.270 -0.972 0.1288
C -1.557 -0.558 -5.868 -1.4109
Ge -1.844 -0.349 -3.939 0.9016
C -1.757 -2.195 -3.264 -0.8173
C -3.629 0.425 -3.815 -1.1896
C -0.391 0.622 -3.040 -0.5984
H -2.279 -1.288 -6.244 0.3940
H -0.552 -0.917 -6.090 0.3672
H -1.718 0.386 -6.394 0.3820
H -2.684 -2.731 -3.478 0.4827
H -1.575 -2.265 -2.188 -0.1353
H -0.936 -2.707 -3.772 0.3154
H -4.014 0.549 -4.829 0.5804
H -3.612 1.402 -3.329 0.2753
H -4.292 -0.228 -3.250 0.3197
H -0.430 1.682 -3.310 0.4995
C 2.255 4.218 -5.332 -0.9952
N 2.601 3.597 -4.084 0.1153
C 3.785 2.765 -3.964 -0.6532
C 3.643 2.159 -2.557 -0.1269
N 2.395 2.735 -2.089 0.4889
C 1.798 3.524 -2.988 0.2920
S 0.317 4.303 -2.799 -0.5217
H 3.018 4.941 -5.632 0.3100
H 1.305 4.733 -5.207 0.2974
H 2.156 3.469 -6.124 0.3114
H 4.691 3.368 -4.070 0.3556
H 3.796 1.997 -4.742 0.3366
H 4.473 2.426 -1.902 0.3980
H 3.572 1.070 -2.597 -0.1514
H 1.992 2.485 -1.183 -0.3315
O -0.759 -1.644 0.546 -0.0179
P -0.723 -2.165 2.012 2.1821
C -2.306 -2.437 2.623 0.5609
C -2.747 -3.616 3.318 -1.2304
C -4.021 -3.716 3.807 -0.5757
C -4.959 -2.659 3.669 -0.8792
C -4.534 -1.483 3.031 -0.9014
C -3.264 -1.355 2.513 -0.6409
C 0.158 -3.749 2.015 0.2383
C 0.555 -4.396 3.182 -0.1381
C 1.151 -5.651 3.120 -0.8105
C 1.358 -6.263 1.890 -0.6054
C 0.966 -5.625 0.725 -0.5748
C 0.365 -4.373 0.789 -0.6331
C 0.147 -1.134 3.190 1.0360
C -0.512 -0.074 3.846 -0.5367
C 0.132 0.674 4.808 -0.5055
C 1.448 0.394 5.179 -0.9496
C 2.103 -0.666 4.574 -0.9662
C 1.466 -1.418 3.593 -0.0389
H -2.076 -4.457 3.441 0.2665
H -4.316 -4.630 4.312 0.3963
H -5.961 -2.747 4.066 0.3575
H -5.221 -0.646 2.940 0.4223
H -2.961 -0.422 2.051 0.3749
H 0.403 -3.916 4.141 0.4984
H 1.451 -6.151 4.033 0.4229
H 1.821 -7.241 1.844 0.4025
H 1.128 -6.098 -0.236 0.4316
H 0.052 -3.864 -0.116 0.1360
H -1.529 0.171 3.579 0.0076
H -0.396 1.500 5.269 0.4311
H 1.951 1.001 5.921 0.3627
H 3.121 -0.910 4.855 0.4347
H 1.996 -2.246 3.150 0.4385
```

***

[2]
The following is a DFT calculation (ωB97M-V/def2-TZVPD) of a structure of composition C8H9N3O2 in a non-equilibrium geometry.

Properties
* F_max: 5.88 eV Å⁻¹
* energy above the lowest of the compared OMol25 structures with the same formula, charge and spin: 4.1930 eV
* total charge: 0
* Kohn-Sham gap: 9.509 eV

Structure (XYZ):
```
22
Properties=species:S:1:pos:R:3:nbo_charge:R:1
C -2.148 -1.429 0.873 -0.1082
C -2.658 -0.293 -0.032 0.6318
C -0.749 1.311 0.514 -0.2353
C 0.520 0.838 -0.073 -0.1016
C 0.747 0.567 -1.389 -0.1831
C 2.022 0.155 -1.795 -0.2462
C 3.108 0.048 -0.832 0.0286
C 1.602 0.740 0.728 0.0360
H 0.749 -2.714 1.857 0.4793
H -2.922 -2.222 0.774 0.2213
H -2.162 1.552 -0.984 0.4094
H -1.066 1.147 1.594 0.2434
H -0.771 2.454 0.385 0.2112
H -0.039 0.506 -2.220 0.2301
H 2.137 0.005 -2.911 0.2225
H 4.096 -0.354 -0.971 0.2022
H 1.519 1.125 1.788 0.1893
N -0.844 -1.467 1.313 -0.0912
N -1.892 0.855 -0.239 -0.6329
N 2.890 0.369 0.404 -0.4129
O -0.516 -2.623 1.913 -0.5061
O -3.621 -0.572 -0.697 -0.5876
```

***

[3]
The following is a DFT calculation (ωB97M-V/def2-TZVPD) of an isolated molecule of C7H14 in a non-equilibrium geometry.

Properties
* F_max: 2.21 eV Å⁻¹
* energy above the lowest of the compared OMol25 structures with the same formula, charge and spin: 1.0428 eV
* total charge: 0
* Kohn-Sham gap: 9.976 eV

Structure (XYZ):
```
21
Properties=species:S:1:pos:R:3:nbo_charge:R:1
C 2.563 1.181 0.709 -0.6487
C 1.291 0.687 0.108 -0.2030
C 0.592 -0.402 0.416 0.0209
C 1.100 -1.499 1.311 -0.6476
C -0.803 -0.660 -0.095 -0.4191
C -1.331 0.154 -1.353 -0.3877
C -2.802 0.436 -1.188 -0.6103
H 2.752 0.792 1.714 0.2073
H 2.542 2.270 0.757 0.2153
H 3.510 0.939 0.211 0.2174
H 0.831 1.469 -0.480 0.1885
H 0.616 -1.465 2.293 0.2175
H 2.135 -1.375 1.632 0.2155
H 0.939 -2.449 0.809 0.2177
H -0.947 -1.709 -0.367 0.2004
H -1.543 -0.427 0.672 0.2057
H -0.746 1.072 -1.370 0.1923
H -1.057 -0.377 -2.262 0.2026
H -3.319 -0.515 -1.369 0.2001
H -3.237 1.091 -1.947 0.2107
H -3.086 0.788 -0.204 0.2046
```

***

[4]
The following is a DFT calculation (ωB97M-V/def2-TZVPD) of a structure of composition C24H37Br2IN2O5PS2SiTi in a non-equilibrium geometry.

Properties
* <S²>: 2.01
* F_max: 1.36 eV Å⁻¹
* energy above the lowest of the compared OMol25 structures with the same formula, charge and spin: 0.0000 eV
* total charge: -1
* multiplicity: 3
* Kohn-Sham gap (spin up / spin down): 6.680 / 6.559 eV

Structure (XYZ):
```
76
Properties=species:S:1:pos:R:3:mulliken_spin:R:1
Ti 0.662 0.516 0.596 0.9165
C 1.272 -3.774 2.035 -0.0030
C 1.212 -2.759 3.124 -0.0023
N 1.496 -3.090 4.360 0.0091
C 1.402 -2.158 5.332 -0.0093
C 0.993 -0.866 5.128 0.0031
C 0.914 0.072 6.299 0.0062
O -0.414 0.524 6.571 0.0002
C 0.682 -0.472 3.801 0.0354
C 0.205 0.873 3.547 0.0283
N -0.013 1.422 2.392 0.0118
C -0.299 2.821 2.400 -0.0009
C 0.474 3.649 3.217 0.0123
C 0.245 5.013 3.259 0.0037
C -0.749 5.566 2.468 -0.0016
C -1.491 4.756 1.624 0.0002
C -1.269 3.386 1.571 -0.0149
I -2.365 2.246 0.232 0.0134
C 0.829 -1.421 2.777 0.0121
O 0.583 -1.134 1.538 -0.0297
H 1.556 -4.739 2.448 0.0002
H 1.987 -3.473 1.265 0.0002
H 0.312 -3.847 1.522 0.0005
H 1.671 -2.489 6.330 0.0000
H 1.498 0.978 6.126 -0.0006
H 1.338 -0.425 7.178 0.0002
H -0.972 -0.256 6.654 -0.0001
H -0.033 1.448 4.439 0.0057
H 1.294 3.213 3.771 0.0007
H 0.859 5.640 3.893 0.0001
H -0.937 6.632 2.487 -0.0002
H -2.249 5.191 0.986 0.0007
Br 3.000 1.165 1.502 0.0049
C 4.041 -1.727 -0.404 0.8291
Br 2.448 -1.521 -1.309 0.0894
H 3.974 -2.044 0.623 0.0454
H 4.903 -1.207 -0.788 0.0171
C 1.949 4.232 -1.248 -0.0004
Si 1.588 2.554 -2.017 0.0006
C 0.402 2.742 -3.462 -0.0009
C 3.204 1.825 -2.628 0.0047
O 0.877 1.631 -0.871 -0.0148
H 2.232 4.976 -1.996 -0.0001
H 2.765 4.134 -0.529 0.0003
H 1.075 4.606 -0.709 0.0001
H 0.696 3.570 -4.111 -0.0001
H -0.613 2.928 -3.105 0.0002
H 0.378 1.831 -4.064 0.0002
H 3.674 2.524 -3.325 0.0001
H 3.059 0.875 -3.142 -0.0008
H 3.884 1.661 -1.789 -0.0001
C -0.093 -1.766 -4.331 -0.0009
C -0.058 -3.209 -3.861 0.0030
C -0.908 -4.123 -4.731 0.0008
O -0.390 -3.409 -2.477 -0.0018
P -1.525 -2.720 -1.570 0.0028
S -1.845 -3.875 -0.037 0.0001
S -1.070 -0.800 -1.236 0.0181
O -2.738 -2.738 -2.648 -0.0004
C -4.013 -2.074 -2.549 0.0018
C -3.954 -0.772 -3.330 -0.0012
C -4.517 -1.881 -1.130 0.0005
H 0.300 -1.731 -5.350 -0.0002
H 0.512 -1.123 -3.694 0.0027
H -1.107 -1.367 -4.333 0.0006
H 0.979 -3.555 -3.910 -0.0024
H -1.947 -3.799 -4.728 0.0001
H -0.864 -5.146 -4.355 0.0001
H -0.535 -4.111 -5.757 -0.0001
H -4.691 -2.766 -3.059 -0.0001
H -3.188 -0.122 -2.908 0.0024
H -4.920 -0.265 -3.288 0.0000
H -3.708 -0.961 -4.376 0.0000
H -3.911 -1.155 -0.587 0.0012
H -4.494 -2.816 -0.574 0.0000
H -5.545 -1.517 -1.181 0.0000
```